A 2-piece molecular cluster, C4H8NO overall. Source: OMol25; level of theory: ωB97M-V/def2-TZVPD.

Cartesian coordinates (Å):
C (-2.34799, -0.59439, 0.33479)
C (0.65334, 1.21233, 0.66412)
C (1.06897, 0.39721, -0.70615)
C (1.64565, -0.96851, -0.34156)
N (-0.14573, 0.89931, -0.41168)
O (-3.23243, -0.04750, -0.36205)
H (-2.36057, -0.58674, 1.43257)
H (1.05398, 0.49569, 1.34156)
H (0.69031, 2.36318, 0.73066)
H (1.65201, 0.54624, -1.68068)
H (1.46632, -1.74979, -1.19608)
H (1.09567, -1.21521, 0.50214)
H (2.75952, -1.06873, -0.35375)
H (-3.99905, 0.31690, 0.04611)

The calculation puts the orbital gap (alpha / beta) at 5.87 / 8.20 eV. As for the net charge: +1. For the HOMO energy (alpha / beta), the calculation gives -0.4684 / -0.5263 Eh. The LUMO energy (alpha / beta) comes out at -6.87 / -6.12 eV. For the energy above the lowest of the compared OMol25 structures with the same formula, charge and spin, the calculation gives 779.7 kJ/mol.

---

The molecule C3H7N3. Source: OMol25; level of theory: ωB97M-V/def2-TZVPD.

Cartesian coordinates (Å):
H (2.50453, 0.57022, 2.29034)
N (1.57908, 0.11462, 2.58376)
C (0.81800, -0.16267, 1.61506)
N (0.75925, 0.39948, 0.37342)
N (-0.09386, -0.33865, -0.38978)
C (-1.60793, -0.07254, -0.69216)
C (-0.52337, 0.04932, -1.78781)
H (-0.08609, -0.70175, 1.66820)
H (1.74450, 0.07663, -0.19865)
H (-2.27464, -1.07871, -0.56841)
H (-2.02290, 0.90923, -0.27879)
H (-0.55375, -0.82937, -2.45528)
H (-0.24284, 1.06418, -2.15989)

The calculation puts the orbital gap at 9.26 eV. For the HOMO energy, the calculation gives -0.3049 Eh. The LUMO energy comes out at 0.96 eV. As for the SMILES: [H]/N=C\NN1CC1. For the energy above the lowest of the compared OMol25 structures with the same formula, charge and spin, the calculation gives 431.2 kJ/mol.